C6H18N3 | wB97M-V/def2-TZVPD

Computed properties:
- net charge = +1
- electronic energy (hartree) = -403.4456
- strongest force on any atom (eV Å⁻¹) = 2.42
- multiplicity = 1

Last column: Löwdin charge in e.
Positions of all 27 atoms, in Å:
1 C 1.67462 -0.40082 -0.50351  -0.50
2 C 2.44397 0.53828 0.42520  -0.07
3 C 2.42394 -0.77459 -1.76832  -0.07
4 C 1.05248 -1.57306 0.25454  -0.11
5 H 0.75847 0.10888 -0.83597  0.08
6 H 2.67456 1.40922 -0.20018  0.08
7 H 3.44264 0.12888 0.57059  0.08
8 H 3.33689 -0.18174 -1.85689  0.08
9 H 2.71012 -1.81662 -1.82971  0.08
10 H 1.90311 -0.58555 -2.70360  0.07
11 H 0.38771 -2.20484 -0.33627  0.07
12 H 1.81704 -2.34899 0.41661  0.08
13 H 0.71634 -1.34244 1.26645  0.06
14 H 1.95488 0.76118 1.36725  0.07
15 C -2.03858 0.93734 -1.38679  0.00
16 C -2.13585 0.46985 1.05608  -0.45
17 N -2.36154 0.12576 -0.19579  0.06
18 N -1.84565 1.71550 1.43085  0.21
19 N -2.31215 -0.44747 2.02689  0.20
20 H -2.89585 -0.71667 -0.34005  0.16
21 H -2.18076 2.52569 0.93007  0.13
22 H -1.75124 1.95975 2.40463  0.13
23 H -2.10047 -1.41804 1.84540  0.13
24 H -1.98683 -0.15346 2.93620  0.13
25 H -2.80724 0.78846 -2.12576  0.10
26 H -1.10787 0.57842 -1.84190  0.08
27 H -1.77276 1.91708 -1.00603  0.08